Density functional theory data (ωB97M-V with the def2-TZVPD basis set) for C3H12N4 in the gas phase.

Calculated values
Energy above the lowest of the compared OMol25 structures with the same formula, charge and spin (kJ/mol): 245.3
Total energy (Eh): -340.43698
SMILES: CN[C@H](C)N(N)N

The geometry in ORCA input format:
```
! RIJCOSX wB97M-V def2-TZVPD def2/J DEFGRID3
* xyz 0 1
C 0.473 0.565 0.078
C -1.446 0.848 -1.472
C 1.156 -0.298 -0.994
N 0.081 -0.153 1.329
N -0.683 1.360 -0.351
N -0.718 -1.294 1.083
N 1.186 -0.587 2.092
H -1.274 1.438 0.475
H 1.213 1.321 0.375
H -0.959 -1.711 1.984
H -1.609 -1.018 0.674
H 1.832 0.177 2.290
H 1.710 -1.306 1.592
H -0.872 0.898 -2.402
H -2.330 1.478 -1.616
H -1.797 -0.175 -1.320
H 0.552 -1.163 -1.288
H 2.122 -0.671 -0.635
H 1.361 0.290 -1.896
*
```

Atom charges from the Mulliken analysis, given in e for atoms 1 to 8:
1 C 0.095
2 C -0.847
3 C -1.304
4 N 0.251
5 N -0.383
6 N -0.625
7 N -0.715
8 H 0.333

Density functional theory data (ωB97M-V with the def2-TZVPD basis set) for C3H12N6 in the gas phase.

Calculated values
Energy above the lowest of the compared OMol25 structures with the same formula, charge and spin (kJ/mol): 360.6
Total energy (Eh): -449.85337
SMILES: CCN(N)/C(=N\N)NN

The geometry in ORCA input format:
```
! RIJCOSX wB97M-V def2-TZVPD def2/J DEFGRID3
* xyz 0 1
C 2.060 -0.668 -0.842
C 0.914 -1.115 0.083
C -0.989 0.292 -0.155
H 2.893 -1.471 -0.797
H 2.566 0.173 -0.313
H 1.735 -0.429 -1.871
H 1.431 -1.683 0.776
H 0.344 -1.653 -0.844
H 0.080 0.812 2.431
H 0.531 1.847 1.088
H -2.624 -0.452 -1.200
H -1.155 -2.136 0.690
H -2.434 -1.139 1.255
H 0.441 2.219 -0.910
H -0.893 3.198 -0.532
N 0.033 -0.072 0.640
N 0.580 0.839 1.476
N -1.787 -0.804 -0.571
N -1.997 -1.624 0.374
N -1.410 1.447 -0.526
N -0.319 2.420 -0.252
*
```

Atom charges from the Mulliken analysis, given in e for atoms 1 to 8:
1 C -1.335
2 C -0.527
3 C 0.194
4 H 0.357
5 H 0.333
6 H 0.331
7 H 0.456
8 H 0.292

Density functional theory data (ωB97M-V with the def2-TZVPD basis set) for a molecular structure, C3H12NNbO4P.

Calculated values
Total energy (Eh): -875.41115

The geometry in ORCA input format:
```
! RIJCOSX wB97M-V def2-TZVPD def2/J DEFGRID3
* xyz -1 1
N 3.115 1.321 -0.667
C 2.063 1.056 0.362
O 1.344 2.000 0.724
C 1.995 -0.424 0.914
C 0.547 -1.116 0.854
Nb -0.670 -0.702 -1.021
P -2.780 -0.290 0.403
O -3.353 -1.547 1.069
O -4.007 0.278 -0.679
O -2.520 0.893 1.627
H 3.536 2.204 -0.341
H 2.678 1.496 -1.579
H 2.805 -1.046 0.406
H 2.295 -0.394 2.023
H 0.736 -2.251 0.870
H 0.009 -0.879 1.835
H -1.150 -2.453 -1.088
H -1.714 -0.452 -2.513
H -0.399 1.091 -0.983
H 0.723 -1.007 -2.157
H -3.488 0.803 -1.329
H -1.764 1.418 1.271
*
```

Atom charges from the Mulliken analysis, given in e for atoms 1 to 8:
1 N -0.587
2 C 0.362
3 O -0.501
4 C -0.355
5 C -0.955
6 Nb -0.653
7 P 0.880
8 O -0.686

Density functional theory data (ωB97M-V with the def2-TZVPD basis set) for 2 unconnected molecules or ions with the total composition C3H12NO.

Calculated values
Energy above the lowest of the compared OMol25 structures with the same formula, charge and spin (kJ/mol): 57.1
Total energy (Eh): -251.24862

The geometry in ORCA input format:
```
! RIJCOSX wB97M-V def2-TZVPD def2/J DEFGRID3
* xyz 1 1
C 0.157 0.062 0.439
C -0.049 -1.427 0.387
C -0.433 -1.970 1.756
N 0.626 0.541 -0.955
H 0.914 0.330 1.190
H -0.744 0.676 0.634
H -0.891 -1.733 -0.228
H 0.789 -1.936 -0.080
H -1.126 -1.295 2.287
H 0.381 -2.166 2.453
H -0.964 -2.926 1.718
H 0.086 0.139 -1.725
H 1.572 0.163 -0.994
H 0.533 1.586 -0.991
H 0.128 3.647 -1.417
H -0.672 3.405 -2.607
O -0.306 2.902 -1.869
*
```

Atom charges from the Mulliken analysis, given in e for atoms 1 to 8:
1 C -0.535
2 C -0.254
3 C -1.317
4 N -0.267
5 H 0.321
6 H 0.344
7 H 0.300
8 H 0.365

Density functional theory data (ωB97M-V with the def2-TZVPD basis set) for 2 unconnected molecules or ions with the total composition C3H12NO.

Calculated values
Energy above the lowest of the compared OMol25 structures with the same formula, charge and spin (kJ/mol): 115.2
Total energy (Eh): -251.22648

The geometry in ORCA input format:
```
! RIJCOSX wB97M-V def2-TZVPD def2/J DEFGRID3
* xyz 1 1
C -0.264 -0.489 2.679
N 0.665 -1.029 1.585
H 0.395 -0.281 3.522
H -0.737 0.432 2.368
H -0.872 -1.364 2.885
H 1.481 -0.452 1.405
H 0.202 -1.196 0.643
H 1.009 -1.964 1.804
C -0.767 0.662 -1.629
O -0.383 -0.497 -0.778
C 0.359 1.307 -2.405
H -1.599 0.347 -2.241
H -1.126 1.291 -0.807
H -0.423 -1.297 -1.321
H 0.786 2.115 -1.802
H 1.232 0.663 -2.552
H 0.042 1.751 -3.355
*
```

Atom charges from the Mulliken analysis, given in e for atoms 1 to 8:
1 C -0.689
2 N -0.274
3 H 0.349
4 H 0.283
5 H 0.330
6 H 0.353
7 H 0.294
8 H 0.416

Density functional theory data (ωB97M-V with the def2-TZVPD basis set) for 2 unconnected molecules or ions with the total composition C3H12NO.

Calculated values
Energy above the lowest of the compared OMol25 structures with the same formula, charge and spin (kJ/mol): 207.7
Total energy (Eh): -251.19125

The geometry in ORCA input format:
```
! RIJCOSX wB97M-V def2-TZVPD def2/J DEFGRID3
* xyz 1 1
C 1.416 1.454 -0.686
C 0.442 0.683 0.139
C -1.028 1.073 0.147
N 0.529 -0.868 -0.176
H 2.572 1.418 -0.612
H 1.338 1.376 -1.816
H 1.146 2.745 -0.503
H 0.804 0.702 1.228
H -1.581 0.683 -0.755
H -1.297 2.063 0.411
H -1.743 0.604 1.011
H 1.513 -1.080 -0.319
H 0.110 -1.564 0.561
H 0.003 -1.015 -0.985
H -1.207 -3.204 0.210
H -1.958 -2.309 1.173
O -1.059 -2.760 0.973
*
```

Atom charges from the Mulliken analysis, given in e for atoms 1 to 8:
1 C -1.304
2 C 0.583
3 C -1.141
4 N -0.372
5 H 0.369
6 H 0.350
7 H 0.291
8 H 0.152

- The lowest total energy belongs to which entry?
  C3H12NNbO4P